Below is a molecular structure, C33H75N10O14S2, with properties calculated with ωB97M-V/def2-TZVPD.

Structure (ORCA input):
```
! RIJCOSX wB97M-V def2-TZVPD def2/J DEFGRID3
* xyz -1 1
C -0.9720 4.1680 -2.3324
C 0.2352 3.8203 -1.8990
C 0.4266 2.7351 -0.8865
S 1.1202 1.1795 -1.5100
O 2.1033 0.7878 -0.5139
O 0.0090 0.2640 -1.6746
N 1.8050 1.6297 -2.8637
S 1.9904 0.6447 -4.0969
O 2.8102 -0.5095 -3.8099
O 0.7586 0.3762 -4.8222
C 2.9271 1.7508 -5.1933
O 4.2864 1.4462 -5.2559
C 5.1655 2.3964 -4.6778
C 5.6683 1.9391 -3.3060
H -1.1094 4.7455 -3.2373
H -1.8472 3.8799 -1.7605
H 1.1217 4.3342 -2.2533
H -0.5522 2.4520 -0.4965
H 1.0787 3.0227 -0.0593
H 2.7282 2.7760 -4.8784
H 2.4691 1.5808 -6.1718
H 4.6851 3.3779 -4.6165
H 6.0058 2.5011 -5.3692
H 5.4326 0.8801 -3.1992
H 5.1827 2.4694 -2.4881
H 6.7503 2.0479 -3.2220
C 5.3696 -1.2991 2.9808
O 6.2115 -0.4244 2.8668
N 4.5526 -1.7285 2.0094
C 3.5934 -2.7861 2.2389
C 4.5988 -1.1236 0.6819
H 5.2080 -1.8289 3.9378
H 3.7810 -3.6296 1.5711
H 2.5773 -2.4286 2.0598
H 3.6696 -3.1328 3.2693
H 5.5851 -1.2445 0.2336
H 4.3703 -0.0609 0.7347
H 3.8496 -1.5990 0.0554
C -0.9204 4.7086 1.4003
O -1.8531 4.7596 0.6264
N -0.8555 3.8814 2.4647
C 0.3023 3.8282 3.3258
C -1.9668 2.9816 2.7160
H -0.0021 5.3051 1.2584
H 0.7558 2.8343 3.3120
H 0.0363 4.0669 4.3589
H 1.0425 4.5489 2.9808
H -2.1367 2.3524 1.8396
H -2.8866 3.5364 2.9093
H -1.7123 2.3415 3.5570
C -0.9068 -0.2088 3.8837
O -1.5234 0.4635 4.7006
N -1.4369 -1.1878 3.1429
C -0.6549 -1.9300 2.1713
C -2.8426 -1.5183 3.3063
H 0.1614 -0.0367 3.6725
H -1.0681 -1.8039 1.1697
H -0.6563 -2.9928 2.4176
H 0.3685 -1.5584 2.1693
H -3.4631 -0.6467 3.0904
H -3.0425 -1.8333 4.3302
H -3.0901 -2.3290 2.6311
C 0.0483 3.5666 -5.7372
O 0.5823 4.6384 -5.4832
N -0.6611 3.3261 -6.8568
C -1.2580 2.0249 -7.0990
C -0.8234 4.3910 -7.8264
H 0.1059 2.6921 -5.0730
H -0.8678 1.5878 -8.0176
H -2.3422 2.1196 -7.1992
H -1.0285 1.3662 -6.2625
H 0.1505 4.7247 -8.1912
H -1.3148 5.2494 -7.3620
H -1.4184 4.0267 -8.6593
C -5.1650 4.3772 7.0217
O -5.4586 5.5480 6.8692
N -3.9471 3.8547 6.7854
C -3.6517 2.4513 6.9935
C -2.8964 4.7340 6.3033
H -5.8912 3.6265 7.3795
H -2.8643 2.3304 7.7409
H -3.3155 1.9824 6.0667
H -4.5476 1.9421 7.3455
H -2.7090 5.5371 7.0173
H -3.1800 5.1904 5.3544
H -1.9894 4.1495 6.1645
C -2.5040 -5.2817 4.3393
O -2.7725 -4.5290 3.4194
N -3.4202 -5.9125 5.0939
C -3.0583 -6.8109 6.1722
C -4.8273 -5.6794 4.8124
H -1.4657 -5.5145 4.6299
H -3.4555 -7.8080 5.9832
H -3.4672 -6.4511 7.1183
H -1.9737 -6.8606 6.2583
H -5.0521 -5.9670 3.7863
H -5.0573 -4.6178 4.9132
H -5.4311 -6.2664 5.4985
C 10.8646 0.3741 1.0526
O 10.1798 0.1257 0.0822
N 10.5162 0.1235 2.3312
C 11.3982 0.4321 3.4307
C 9.2162 -0.4756 2.6134
H 11.8665 0.8346 0.9668
H 11.6530 -0.4691 3.9949
H 10.9349 1.1450 4.1173
H 12.3190 0.8707 3.0477
H 9.1380 -1.4430 2.1160
H 8.4037 0.1495 2.2542
H 9.1132 -0.6086 3.6873
C -6.2102 -9.7127 5.1134
O -5.7223 -8.8354 5.8039
N -6.0058 -9.8554 3.7912
C -6.6110 -10.9296 3.0333
C -5.1500 -8.8983 3.1069
H -6.8748 -10.4868 5.5321
H -5.8467 -11.5591 2.5734
H -7.2546 -10.5346 2.2450
H -7.2145 -11.5460 3.6973
H -4.1501 -8.9057 3.5425
H -5.5595 -7.8961 3.2088
H -5.0904 -9.1612 2.0539
C -2.1926 2.8008 -11.2958
O -2.0273 2.4701 -10.1390
N -3.3840 3.1741 -11.8105
C -3.5395 3.5633 -13.1928
C -4.5380 3.1792 -10.9280
H -1.3714 2.8269 -12.0316
H -3.9038 4.5902 -13.2725
H -4.2438 2.9062 -13.7084
H -2.5758 3.4992 -13.6957
H -4.3780 3.8567 -10.0888
H -4.7148 2.1832 -10.5212
H -5.4110 3.5012 -11.4916
*
```

## Properties
Maximum force ... 0.66 eV Å⁻¹
Relative energy (zero: lowest compared OMol25 entry of this formula, charge and spin) ... 0.0 kJ/mol
HOMO-LUMO gap ... 6.894 eV
Energy ... -100674.1616 eV
HOMO energy ... -0.2001 hartree

These are the Löwdin partial charges, in e, on atoms 1 to 6: 0.0114, -0.2167, -0.2621, 0.4997, -0.3721, -0.3491

Below is 5 unconnected molecules or ions with the total composition C33H76ClFIN6O7 at a distorted geometry, with properties calculated with ωB97M-V/def2-TZVPD.

Structure (ORCA input):
```
! RIJCOSX wB97M-V def2-TZVPD def2/J DEFGRID3
* xyz 1 1
C 5.2969 6.1785 3.4881
C 4.2670 5.0496 3.4764
C 4.8336 3.8606 2.7284
O 4.0740 2.6533 2.8042
C 3.0287 2.4300 1.8845
C 2.0596 1.5358 2.6886
C 2.1934 0.0376 2.4100
C 1.8171 -0.3064 0.9818
F 0.4118 -0.2943 0.9156
N 0.6000 1.8319 2.4874
C 0.2896 3.2955 2.3934
Cl 0.8441 4.0752 3.8749
C -1.2249 3.4506 2.2796
C -1.8590 2.8485 1.0038
C -2.4195 3.9011 0.0523
C -3.6782 4.5549 0.6379
O -4.5262 5.0563 -0.3910
C -5.3852 4.1500 -0.9179
O -6.1121 3.4494 -0.2618
C 1.0526 3.7765 1.1856
N 2.4965 3.6351 1.2585
C 3.0585 3.8762 -0.0804
C 3.2965 5.3738 -0.3498
C 4.7205 5.7098 -0.8037
I 4.8116 6.2825 -2.8589
H 4.8475 7.0762 3.9049
H 5.5854 6.4250 2.4663
H 6.1819 5.9170 4.0611
H 4.0058 4.7486 4.4891
H 3.3828 5.4125 2.9564
H 5.7837 3.6012 3.1966
H 5.0765 4.1276 1.6983
H 3.4566 1.8066 1.0927
H 2.2770 1.7071 3.7378
H 3.1540 -0.3631 2.7182
H 1.4481 -0.4444 3.0483
H 2.1921 0.4171 0.2587
H 2.1990 -1.2798 0.6875
H 0.0843 1.4357 3.2749
H 0.2383 1.4057 1.6290
H -1.6472 2.9440 3.1492
H -1.4524 4.5044 2.4113
H -1.1685 2.1953 0.4693
H -2.6926 2.2198 1.3136
H -1.6898 4.6901 -0.1274
H -2.6989 3.4488 -0.8966
H -4.2181 3.8691 1.2907
H -3.4084 5.4186 1.2417
H -5.3521 4.1235 -2.0095
H 0.6417 3.2290 0.3257
H 0.7795 4.8198 1.0214
H 4.0127 3.3618 -0.1540
H 2.4089 3.4523 -0.8521
H 2.5737 5.7531 -1.0654
H 3.1190 5.8983 0.5897
H 5.3957 4.8685 -0.6928
H 5.1298 6.5343 -0.2323
C 2.1096 -5.7778 -2.8174
C 3.4932 -5.1356 -2.8105
C 3.6918 -4.1071 -1.6928
O 3.0673 -2.8510 -1.9169
C 1.6965 -2.7896 -1.5890
N 3.7701 -4.5904 -4.1413
H 1.3549 -5.1098 -3.2333
H 2.1182 -6.6749 -3.4344
H 1.7993 -6.0624 -1.8096
H 4.2221 -5.9293 -2.6226
H 4.7588 -3.8872 -1.6165
H 3.3815 -4.5196 -0.7243
H 1.4651 -3.4046 -0.7122
H 1.0568 -3.0907 -2.4212
H 1.4715 -1.7463 -1.3642
H 4.7332 -4.2721 -4.1886
H 3.2140 -3.7491 -4.2629
C -4.8630 0.0734 -0.0560
C -3.3722 -0.1739 -0.2469
C -3.0420 -1.2713 -1.2658
O -3.2352 -2.5859 -0.7959
C -4.5640 -3.0761 -0.8783
N -2.7517 -0.4275 1.0593
H -5.3281 -0.7010 0.5536
H -5.0240 1.0232 0.4557
H -5.3863 0.1156 -1.0139
H -2.9373 0.7526 -0.6420
H -1.9751 -1.2041 -1.5032
H -3.5939 -1.1125 -2.2014
H -5.0741 -2.6905 -1.7653
H -5.1459 -2.8237 0.0107
H -4.5053 -4.1607 -0.9507
H -1.7471 -0.4753 0.9434
H -3.0188 -1.3616 1.3572
C -10.0084 1.9383 -3.3287
C -9.0227 2.0715 -2.1726
C -7.5544 2.1339 -2.6097
O -6.9951 0.8929 -3.0018
C -7.2640 0.4951 -4.3343
N -9.2746 1.0012 -1.2052
H -10.0314 0.9232 -3.7249
H -11.0154 2.1733 -2.9878
H -9.7590 2.6197 -4.1443
H -9.2317 3.0207 -1.6704
H -6.9615 2.4603 -1.7504
H -7.4116 2.8785 -3.4051
H -7.3038 1.3571 -5.0062
H -8.1983 -0.0649 -4.4106
H -6.4514 -0.1587 -4.6505
H -8.7099 1.1515 -0.3744
H -8.9289 0.1310 -1.5995
C 5.5465 -9.0874 2.1593
C 4.5235 -7.9574 2.1981
C 4.2044 -7.3587 0.8227
O 5.1993 -6.4975 0.3023
C 6.2790 -7.1430 -0.3507
N 4.9666 -6.9454 3.1607
H 6.5608 -8.7095 2.0324
H 5.5244 -9.6415 3.0962
H 5.3362 -9.7857 1.3474
H 3.5855 -8.3771 2.5738
H 3.3092 -6.7370 0.9246
H 3.9693 -8.1468 0.0950
H 5.9459 -8.0430 -0.8750
H 7.0770 -7.4054 0.3467
H 6.6850 -6.4422 -1.0801
H 4.2362 -6.2508 3.2842
H 5.7413 -6.4353 2.7458
*
```

## Properties
Maximum force ... 1.10 eV Å⁻¹
HOMO-LUMO gap ... 8.079 eV
Energy ... -82058.2515 eV
HOMO energy ... -0.3856 hartree

These are the Löwdin partial charges, in e, on atoms 1 to 6: -0.0888, -0.2492, -0.1916, -0.0777, -0.2893, -0.1849